Entry 1:
Computed, not measured: 6 unconnected molecules or ions with the total composition C33H71BN3O11S, with ωB97M-V with the def2-TZVPD basis set.

Each line ends with the Mulliken charge.
Geometry (Å):
C  -8.626  -3.348  -1.240  -0.851
C  -8.187  -1.847  -1.690  -0.319
O  -6.757  -1.901  -1.896  -0.251
C  -6.091  -1.468  -0.676  -0.645
B  -4.465  -1.314  -0.761  0.943
N  -3.642  -1.954  -1.868  0.467
C  -3.560  -3.405  -1.817  0.465
C  -4.659  -4.406  -1.266  -0.766
O  -2.478  -3.929  -2.225  -0.697
C  -3.872  -1.422  -3.202  0.580
C  -3.253  -0.031  -3.706  -0.998
O  -4.588  -2.065  -4.019  -0.604
O  -4.183  0.136  -0.660  -0.632
C  -3.804  0.460  0.698  -0.098
N  -2.970  1.699  0.882  -0.246
C  -3.272  2.248  2.001  0.287
S  -3.984  3.226  3.165  -0.267
C  -3.060  -0.880  1.203  -0.331
N  -1.587  -0.940  1.205  0.190
C  -1.007  -0.941  -0.171  -0.733
C  -1.068  -2.007  2.047  0.631
C  0.294  -2.747  1.604  -0.728
O  -1.590  -2.411  3.117  -0.643
O  -3.815  -1.856  0.477  -0.536
H  -9.753  -3.500  -1.251  0.366
H  -8.065  -4.046  -1.959  0.150
H  -8.218  -3.535  -0.190  0.215
H  -8.507  -1.158  -0.842  0.275
H  -8.767  -1.535  -2.620  0.302
H  -6.445  -2.187  0.161  0.095
H  -6.525  -0.440  -0.385  0.249
H  -4.846  -4.256  -0.140  0.166
H  -4.250  -5.478  -1.355  0.378
H  -5.616  -4.373  -1.883  0.067
H  -2.125  -0.135  -3.612  0.248
H  -3.560  0.835  -3.013  0.164
H  -3.609  0.219  -4.761  0.318
H  -4.777  0.684  1.276  0.293
H  -3.476  -0.993  2.272  0.250
H  -1.624  -0.280  -0.883  0.033
H  -1.113  -2.004  -0.603  0.178
H  0.071  -0.576  -0.188  0.339
H  0.635  -3.452  2.435  0.267
H  1.090  -1.959  1.351  0.210
H  0.073  -3.328  0.643  0.220
C  3.950  -6.045  0.871  -1.036
C  3.988  -4.529  0.961  -0.237
O  3.700  -4.028  2.259  -0.353
C  4.572  -4.438  3.303  -0.422
C  6.017  -4.029  3.080  -1.055
H  2.971  -6.422  1.182  0.288
H  4.142  -6.370  -0.155  0.307
H  4.698  -6.511  1.514  0.289
H  3.226  -4.118  0.294  0.292
H  4.949  -4.138  0.609  0.285
H  4.487  -5.518  3.465  0.340
H  4.207  -3.959  4.216  0.325
H  6.437  -4.484  2.180  0.334
H  6.633  -4.334  3.929  0.394
H  6.093  -2.945  2.964  0.236
C  -2.724  7.769  1.419  -0.992
C  -3.557  6.926  0.466  -0.186
O  -3.054  6.899  -0.856  -0.456
C  -1.740  6.377  -0.998  -0.018
C  -1.604  4.946  -0.509  -1.076
H  -2.651  8.798  1.054  0.251
H  -3.177  7.779  2.413  0.429
H  -1.707  7.385  1.520  0.224
H  -4.562  7.351  0.411  0.342
H  -3.675  5.905  0.843  0.195
H  -1.016  7.032  -0.502  -0.006
H  -1.506  6.411  -2.066  0.351
H  -1.822  4.855  0.557  0.151
H  -0.587  4.582  -0.676  0.491
H  -2.301  4.293  -1.041  0.297
C  0.325  10.414  -1.588  -1.017
C  1.073  9.839  -0.397  -0.373
O  1.666  8.574  -0.658  -0.409
C  2.629  8.531  -1.702  -0.340
C  3.822  9.441  -1.464  -1.032
H  -0.456  9.722  -1.919  0.220
H  -0.139  11.367  -1.321  0.389
H  0.985  10.592  -2.438  0.310
H  0.366  9.689  0.422  0.311
H  1.827  10.542  -0.029  0.373
H  2.153  8.749  -2.663  0.306
H  2.979  7.497  -1.757  0.332
H  3.531  10.491  -1.405  0.260
H  4.546  9.338  -2.276  0.387
H  4.315  9.185  -0.522  0.286
C  6.214  1.735  5.686  -1.102
C  6.310  0.516  4.783  -0.319
O  5.561  -0.597  5.250  -0.424
C  4.158  -0.401  5.389  -0.406
C  3.467  -0.027  4.089  -0.941
H  6.549  1.487  6.698  0.288
H  6.837  2.545  5.298  0.392
H  5.192  2.108  5.762  0.269
H  7.352  0.192  4.739  0.355
H  6.020  0.764  3.757  0.317
H  3.956  0.339  6.170  0.341
H  3.747  -1.348  5.747  0.354
H  3.836  0.919  3.686  0.286
H  2.391  0.072  4.246  0.402
H  3.640  -0.795  3.330  0.193
C  2.219  -5.226  -3.718  -1.069
C  3.513  -6.016  -3.820  -0.371
O  3.425  -7.323  -3.266  -0.415
C  2.463  -8.192  -3.850  -0.326
C  2.695  -8.447  -5.329  -1.021
H  1.903  -5.143  -2.674  0.303
H  2.354  -4.220  -4.125  0.405
H  1.406  -5.701  -4.269  0.286
H  4.290  -5.491  -3.259  0.346
H  3.863  -6.067  -4.856  0.310
H  1.453  -7.811  -3.669  0.308
H  2.537  -9.140  -3.312  0.320
H  2.627  -7.531  -5.918  0.265
H  1.952  -9.150  -5.714  0.382
H  3.692  -8.867  -5.492  0.284

Computed properties:
Net charge = -1
Orbital gap = 7.99 eV
Max |F| = 5.50 eV/A

---

Entry 2:
Computed, not measured: 8 unconnected molecules or ions with the total composition C33H71F9O17, with ωB97M-V with the def2-TZVPD basis set.

Each line ends with the Mulliken charge.
Geometry (Å):
O  3.693  1.591  8.229  -0.438
C  3.685  1.338  6.889  0.546
O  4.852  1.849  6.155  -0.377
O  2.490  0.696  6.359  -0.143
C  2.717  -0.613  5.746  0.518
F  3.975  -0.694  4.912  -0.228
F  1.622  -0.730  4.703  -0.300
C  2.483  -1.908  6.716  0.720
F  2.124  -3.107  5.881  -0.250
F  1.231  -1.611  7.508  -0.272
C  3.653  -2.260  7.785  0.383
F  3.784  -1.298  8.926  -0.204
F  3.236  -3.558  8.440  -0.273
C  5.143  -2.550  7.168  0.653
F  5.929  -1.260  7.149  -0.187
F  5.864  -3.475  8.113  -0.245
F  5.133  -3.233  5.837  -0.203
H  5.608  1.168  6.233  0.329
C  2.031  -0.672  -1.609  -0.134
O  2.007  0.692  -1.205  -0.414
C  0.836  1.012  -0.445  -0.021
C  1.152  1.098  1.051  -0.763
O  1.487  -0.186  1.585  -0.292
C  2.889  -0.341  1.774  -0.746
H  3.022  -0.892  -2.012  -0.039
H  1.840  -1.346  -0.769  0.283
H  1.288  -0.839  -2.394  0.132
H  0.034  0.287  -0.637  0.140
H  0.492  1.992  -0.789  0.234
H  0.255  1.439  1.580  0.391
H  1.951  1.825  1.243  0.372
H  3.215  0.259  2.629  0.209
H  3.452  -0.053  0.883  0.397
H  3.091  -1.394  1.988  0.245
C  7.019  1.492  9.021  -0.733
O  7.663  1.764  7.782  -0.236
C  8.350  3.020  7.792  -0.610
C  9.860  2.824  7.956  -0.536
O  10.179  2.322  9.257  -0.373
C  10.473  0.929  9.240  -0.663
H  6.680  0.453  9.010  0.142
H  7.698  1.627  9.868  0.437
H  6.148  2.143  9.137  0.304
H  7.951  3.679  8.575  0.370
H  8.160  3.494  6.825  0.365
H  10.353  3.798  7.862  0.374
H  10.260  2.168  7.173  0.329
H  11.451  0.763  8.778  0.330
H  9.708  0.361  8.703  0.250
H  10.508  0.573  10.273  0.245
C  -1.772  -0.384  -3.573  -0.470
O  -2.233  0.704  -2.780  0.343
C  -1.876  1.972  -3.340  -0.712
C  -3.073  2.629  -4.034  -0.523
O  -3.453  1.904  -5.208  -0.457
C  -4.610  1.104  -4.996  -0.523
H  -2.234  -1.301  -3.199  0.012
H  -2.046  -0.263  -4.626  0.332
H  -0.686  -0.476  -3.481  -0.010
H  -1.027  1.872  -4.029  0.439
H  -1.559  2.609  -2.508  0.277
H  -2.782  3.633  -4.360  0.444
H  -3.919  2.732  -3.345  0.213
H  -5.496  1.744  -4.929  0.213
H  -4.523  0.498  -4.090  0.199
H  -4.726  0.434  -5.852  0.304
C  -7.451  0.771  -0.142  -0.837
O  -6.193  0.326  -0.635  -0.297
C  -5.232  1.384  -0.704  0.241
C  -4.236  1.307  0.457  -0.200
O  -4.873  1.591  1.706  -0.431
C  -5.130  0.412  2.460  -0.709
H  -8.070  -0.106  0.063  0.248
H  -7.344  1.344  0.784  0.362
H  -7.951  1.383  -0.899  0.288
H  -5.728  2.364  -0.732  0.505
H  -4.687  1.258  -1.644  -0.458
H  -3.467  2.071  0.311  0.322
H  -3.738  0.330  0.483  0.073
H  -4.191  0.019  2.864  0.303
H  -5.623  -0.355  1.858  0.298
H  -5.787  0.674  3.294  0.253
C  -6.315  3.054  -7.634  -0.609
O  -7.415  3.000  -6.733  -0.362
C  -7.484  4.156  -5.891  -0.322
C  -8.571  5.124  -6.367  -0.728
O  -8.226  5.715  -7.623  -0.371
C  -8.932  5.126  -8.708  -0.704
H  -6.429  2.248  -8.363  0.250
H  -6.279  4.006  -8.172  0.351
H  -5.380  2.902  -7.087  0.193
H  -6.509  4.657  -5.833  0.318
H  -7.742  3.804  -4.888  0.384
H  -8.654  5.941  -5.643  0.397
H  -9.546  4.625  -6.422  0.344
H  -9.979  5.442  -8.684  0.326
H  -8.875  4.034  -8.683  0.304
H  -8.482  5.476  -9.641  0.243
C  -4.932  -5.743  -1.046  -0.688
O  -4.512  -5.255  0.223  -0.375
C  -3.091  -5.102  0.302  -0.616
C  -2.682  -3.633  0.165  -0.325
O  -2.941  -3.143  -1.154  -0.397
C  -4.113  -2.338  -1.210  -0.631
H  -6.019  -5.657  -1.104  0.246
H  -4.494  -5.167  -1.867  0.263
H  -4.658  -6.797  -1.147  0.340
H  -2.587  -5.723  -0.451  0.333
H  -2.787  -5.461  1.290  0.381
H  -1.603  -3.552  0.328  0.361
H  -3.183  -3.013  0.919  0.246
H  -3.921  -1.371  -0.734  -0.073
H  -4.964  -2.826  -0.726  0.489
H  -4.362  -2.167  -2.261  0.385
C  5.709  -5.100  -5.444  -0.695
O  6.144  -3.902  -6.074  -0.371
C  5.056  -3.152  -6.624  -0.512
C  4.699  -1.958  -5.734  -0.544
O  4.140  -2.387  -4.489  -0.299
C  5.077  -2.307  -3.421  -0.874
H  6.551  -5.522  -4.889  0.244
H  4.889  -4.915  -4.742  0.290
H  5.391  -5.823  -6.200  0.327
H  4.181  -3.794  -6.789  0.326
H  5.386  -2.778  -7.598  0.367
H  3.932  -1.361  -6.238  0.374
H  5.572  -1.314  -5.571  0.352
H  5.241  -1.259  -3.150  0.319
H  6.030  -2.775  -3.682  0.409
H  4.658  -2.831  -2.557  0.276

Computed properties:
Net charge = 0
Orbital gap = 8.25 eV
Max |F| = 9.56 eV/A

---

Entry 3:
Computed, not measured: 4 unconnected molecules or ions with the total composition C33H71O13P3SSi, with ωB97M-V with the def2-TZVPD basis set.

Each line ends with the Mulliken charge.
Geometry (Å):
C  0.654  3.577  1.836  -0.784
C  2.097  3.724  1.321  -0.468
C  2.288  3.420  -0.168  -0.402
O  1.135  3.716  -0.923  -0.255
C  1.213  3.186  -2.248  -0.425
Si  -0.540  3.272  -2.974  -0.147
C  -0.971  1.894  -4.186  -0.946
C  0.036  0.733  -4.240  -1.234
C  0.238  0.043  -2.909  0.323
C  1.474  -0.538  -2.642  -0.337
C  1.745  -1.149  -1.430  -0.726
C  0.757  -1.193  -0.455  -0.270
C  -0.474  -0.627  -0.717  -0.996
C  -0.744  -0.006  -1.926  0.293
C  -1.735  3.415  -1.506  -0.480
S  -3.392  2.853  -1.968  -0.202
C  -4.235  2.536  -0.390  -0.448
C  -4.814  1.115  -0.323  -0.996
H  0.475  2.624  2.336  0.260
H  0.478  4.341  2.597  0.350
H  -0.097  3.728  1.066  0.043
H  2.466  4.715  1.590  0.317
H  2.714  3.022  1.887  0.302
H  3.101  4.063  -0.538  0.222
H  2.624  2.383  -0.287  0.305
H  1.883  3.852  -2.814  0.437
H  1.676  2.196  -2.265  0.300
H  -0.626  4.561  -3.707  -0.295
H  -1.051  2.331  -5.185  0.546
H  -1.957  1.473  -3.979  0.499
H  -0.348  -0.004  -4.956  0.499
H  1.006  1.039  -4.638  0.344
H  2.243  -0.505  -3.406  0.365
H  2.737  -1.555  -1.274  0.383
H  0.992  -1.659  0.493  0.495
H  -1.228  -0.690  0.060  0.420
H  -1.710  0.454  -2.103  0.434
H  -1.764  4.462  -1.207  0.659
H  -1.361  2.764  -0.714  -0.020
H  -5.046  3.262  -0.324  0.345
H  -3.576  2.726  0.456  0.372
H  -5.084  0.772  -1.321  0.308
H  -5.725  1.124  0.278  0.427
H  -4.099  0.437  0.142  0.144
C  2.242  -4.250  1.838  -0.906
C  2.864  -3.739  3.124  -0.374
O  2.002  -3.938  4.242  -0.301
P  1.902  -5.383  4.955  0.849
O  3.259  -5.884  5.225  -0.789
O  1.315  -4.925  6.386  -0.310
C  2.004  -5.211  7.604  -0.309
C  2.869  -4.043  8.026  -1.048
O  0.433  -5.814  4.450  -0.008
C  0.272  -6.881  3.487  -0.333
C  1.248  -8.023  3.675  -1.364
H  2.186  -5.342  1.842  0.292
H  2.837  -3.951  0.975  0.373
H  1.229  -3.865  1.719  0.201
H  3.835  -4.210  3.295  0.283
H  3.034  -2.664  3.056  0.382
H  2.591  -6.125  7.514  0.329
H  1.236  -5.395  8.357  0.331
H  3.559  -3.760  7.231  0.270
H  3.444  -4.291  8.918  0.374
H  2.250  -3.171  8.241  0.276
H  0.346  -6.468  2.478  0.355
H  -0.745  -7.255  3.599  0.338
H  2.275  -7.706  3.474  0.375
H  1.013  -8.839  2.993  0.410
H  1.213  -8.398  4.699  0.350
C  4.657  7.220  -9.132  -0.921
C  3.402  7.473  -8.319  -0.355
O  3.484  6.894  -7.018  -0.260
P  4.296  7.650  -5.847  0.944
O  3.870  9.059  -5.799  -0.760
O  3.625  6.954  -4.558  -0.270
C  2.958  7.718  -3.553  -0.415
C  1.468  7.772  -3.810  -0.829
O  5.580  6.685  -5.744  -0.337
C  6.890  7.092  -6.186  -0.249
C  7.192  8.552  -5.920  -1.129
H  5.503  7.784  -8.727  0.174
H  4.516  7.531  -10.168  0.408
H  4.920  6.162  -9.114  0.260
H  3.198  8.544  -8.248  0.300
H  2.544  7.011  -8.808  0.335
H  3.382  8.719  -3.479  0.379
H  3.151  7.217  -2.603  0.359
H  1.248  8.151  -4.808  0.310
H  0.972  8.412  -3.079  0.383
H  1.036  6.771  -3.747  0.043
H  7.002  6.859  -7.248  0.257
H  7.601  6.466  -5.648  0.322
H  6.552  9.206  -6.519  0.345
H  8.228  8.778  -6.172  0.392
H  7.024  8.797  -4.870  0.331
C  -5.597  -3.469  1.196  -0.792
C  -6.775  -4.295  1.677  -0.419
O  -6.366  -5.569  2.173  -0.329
P  -5.769  -5.701  3.667  1.156
O  -6.667  -5.006  4.604  -0.770
O  -6.019  -7.274  3.922  -0.391
C  -6.815  -7.738  5.012  -0.288
C  -8.243  -7.984  4.575  -1.046
O  -4.223  -5.967  3.314  -0.353
C  -3.197  -4.985  3.560  0.578
C  -3.407  -4.183  4.826  -1.317
H  -4.974  -3.152  2.038  0.141
H  -5.941  -2.571  0.680  0.380
H  -4.972  -4.049  0.516  0.274
H  -7.340  -3.753  2.438  0.292
H  -7.452  -4.493  0.846  0.351
H  -6.773  -7.042  5.849  0.324
H  -6.365  -8.674  5.348  0.324
H  -8.671  -7.092  4.116  0.276
H  -8.863  -8.272  5.425  0.369
H  -8.281  -8.779  3.830  0.273
H  -3.114  -4.325  2.692  0.237
H  -2.258  -5.530  3.633  -0.529
H  -4.294  -3.547  4.750  0.465
H  -2.548  -3.539  5.012  0.411
H  -3.546  -4.843  5.684  0.359

Computed properties:
Net charge = 0
Orbital gap = 8.76 eV
Max |F| = 5.37 eV/A